C20H19N3 | ωB97M-V/def2-TZVPD

energy	-25518.6655	eV
energy above the lowest of the compared OMol25 structures with the same formula, charge and spin	0.0	kcal/mol
HOMO-LUMO gap	8.5	eV
spin multiplicity	1
SMILES	Cc1ccc(-n2c(Cn3ccnc3)cc3ccc(C)cc32)cc1

Each line ends with the natural charge from an NBO analysis.
Geometry (Å):
N -0.183 0.041 0.015  -0.410
N 1.441 0.671 -3.432  -0.356
N 1.575 0.147 -5.573  -0.459
C 1.624 1.113 1.297  -0.164
C 2.739 -0.123 3.059  -0.003
C -2.321 -0.457 1.338  -0.268
C -2.174 -0.193 -1.095  -0.113
C -3.682 -0.623 1.222  -0.028
C -3.534 -0.387 -1.227  -0.183
C -1.117 0.092 -2.061  -0.282
C 3.731 -0.143 4.182  -0.629
C 2.592 1.019 2.281  -0.227
C -4.291 -0.643 -0.067  -0.220
C -1.567 -0.189 0.182  0.235
C 0.070 0.169 -1.372  0.164
C 1.417 0.488 -1.978  -0.236
C -4.489 -0.943 2.439  -0.626
C 0.942 -1.198 1.740  -0.208
C 1.893 -1.224 2.748  -0.205
C 1.254 1.500 -5.431  -0.100
C 1.655 -0.323 -4.361  0.176
C 0.786 0.002 1.018  0.118
C 1.262 1.862 -4.135  -0.109
H -5.318 -0.852 -0.170  0.205
H 1.086 2.179 -6.270  0.209
H -5.463 -1.458 2.200  0.215
H -1.235 0.131 -3.136  0.234
H 3.238 1.875 2.482  0.210
H 3.335 -0.760 4.988  0.219
H 1.855 1.384 -1.490  0.222
H -3.925 -1.655 3.048  0.216
H 1.541 2.050 0.770  0.211
H 1.038 2.890 -3.784  0.232
H 2.096 -0.330 -1.719  0.222
H 4.648 -0.550 3.810  0.224
H -4.012 -0.396 -2.203  0.215
H 1.847 -1.360 -4.114  0.204
H -1.810 -0.494 2.307  0.216
H -4.730 -0.038 3.016  0.220
H 1.991 -2.093 3.368  0.208
H 0.307 -2.046 1.550  0.230
H 3.887 0.861 4.559  0.219